[1]
Here is C6H7N3OS in the gas phase from the OMol25 dataset. Energies are from ωB97M-V/def2-TZVPD.

Calculated values
- Kohn-Sham gap: 9.491 eV

```
! wB97M-V def2-TZVPD RIJCOSX def2/J DEFGRID3
* xyz 0 1
H -1.59633 0.46584 -1.65634
N -0.06414 -0.05644 -0.37651
C 0.08404 2.29754 0.14776
H 0.37246 3.02767 -0.61480
S -1.73660 1.89639 0.34954
C 0.80707 1.05146 -0.26093
N 2.07031 1.11585 -0.44669
H 0.87549 -2.90972 0.94721
C -2.18033 -0.91981 -0.16724
C -0.06087 -1.27854 0.21981
H 0.29758 2.73507 1.17237
C 1.18065 -1.92620 0.66050
H 1.83988 -1.82534 -0.15727
N -1.28798 -1.85392 0.26358
H 2.38850 0.27414 -0.85042
C -1.41252 0.36479 -0.59891
O -3.33640 -1.08707 -0.19710
H 1.75920 -1.37172 1.56542
*
```



[2]
Here is a molecular structure, C40H36BrCl2F4MoN4O2PS2Si from the OMol25 dataset. Energies are from ωB97M-V/def2-TZVPD.

Calculated values
- Kohn-Sham gap (spin up / spin down): 6.651 / 6.575 eV

```
! wB97M-V def2-TZVPD RIJCOSX def2/J DEFGRID3
* xyz 2 3
C -3.33231 -2.08134 -0.33276
C 0.13206 0.95366 2.75330
C 2.59851 -0.85538 -3.88999
C 3.85714 -0.57128 -4.39397
C -4.36486 -2.99585 -0.32220
H 0.78544 -4.22096 1.21002
S 0.58467 -0.79810 -2.02159
N -0.18429 -0.12212 2.00493
C -3.59792 2.64490 -1.66761
H 5.10517 1.18032 -1.77337
C -0.60265 -1.26471 2.59472
Si 0.39143 2.45753 5.32346
H -2.19421 3.52023 0.57360
C -0.22484 4.68282 -1.57927
F -4.14838 -4.27747 -0.58176
C 0.22265 2.25325 -2.71533
N -0.38271 7.11242 -1.32538
C 2.02014 2.11488 6.12315
H -4.01565 2.91940 -5.02721
H -3.33866 -0.15387 2.49939
H 2.83333 2.06254 5.39166
C -2.94893 3.68921 2.55066
Cl 1.49899 -1.75402 -4.87002
H 2.25763 2.91749 6.83433
C 4.41364 0.60443 -2.37728
H -0.66296 7.93348 -0.81330
H -0.26663 3.61405 0.21857
S 0.72609 2.19763 1.68232
H -0.49636 -0.28094 5.80240
C -0.12331 3.52210 -0.84044
C 0.18091 3.37499 -3.51270
H -0.13192 5.49548 -3.58158
C -0.63060 5.90217 -0.78153
H 1.03431 -4.27999 -0.54097
P -2.29929 0.62485 -0.10031
C -3.69132 2.50964 -4.07644
C -0.40397 -0.21388 4.71903
C 0.38095 4.09616 4.45999
F -7.14126 -0.85204 0.39955
H 1.29368 4.28241 3.88356
H -3.89402 3.14862 -0.75849
C -2.98832 1.30960 -4.03743
C -0.98837 2.39977 6.56700
H -0.95640 3.30443 7.18992
H -1.03203 -2.26594 4.41230
H -0.90403 1.53915 7.24387
C -0.05157 4.61717 -2.94774
C -4.00044 3.16769 -2.89244
F -5.22448 0.91623 0.35418
C 4.76168 0.15988 -3.64074
N 0.09225 2.29949 -1.36219
H 0.13783 7.23832 -2.17418
H -2.04409 -0.15038 -2.80073
C -5.65440 -2.59171 -0.05620
O -1.17321 5.74456 0.30140
C -5.91001 -1.25914 0.17140
C 1.52899 -4.10945 0.42134
C 2.21014 -0.42692 -2.61275
C 3.15553 0.29621 -1.89778
H -3.99131 1.11385 4.49572
H -1.96512 2.36107 6.07529
C -2.57245 0.79453 -2.81937
H 0.30394 3.25272 -4.58286
Cl 2.74348 0.85310 -0.28039
C 0.02844 0.98279 4.14800
H -0.82808 -2.09670 1.95292
F -6.63562 -3.46144 -0.04314
H 5.74092 0.38968 -4.04235
H 3.81496 -1.66338 0.21003
Br -1.65499 -2.73550 -0.84685
C -3.46505 3.02328 3.65517
H 0.31210 4.87504 5.23210
C -4.87761 -0.35040 0.15059
H -4.57997 4.08470 -2.91497
H 4.11970 -0.92528 -5.38448
C 2.07602 -2.70816 0.43601
H 0.32998 1.28841 -3.17228
C -2.74592 1.59060 1.37718
H -2.82536 4.76740 2.55856
H -0.47934 4.20639 3.79434
C -0.71499 -1.33886 3.95305
C -2.86072 1.46457 -1.62668
Mo 0.23018 0.44239 -0.01405
C -3.54960 -0.72863 -0.07025
H -2.77185 0.77200 -4.95472
H 3.97470 -3.37069 0.04488
C -3.23058 0.92448 2.50252
O 1.34656 -1.72987 0.66089
C -2.58602 2.97524 1.41724
N 3.38194 -2.57014 0.17394
C -3.59351 1.63973 3.63374
H 2.30458 -4.86478 0.54396
H 1.99516 1.17240 6.68161
H -3.76972 3.58357 4.53274
*
```



[3]
Here is 2 unconnected molecules or ions with the total composition CHNOS2 from the OMol25 dataset. Energies are from ωB97M-V/def2-TZVPD.

Calculated values
- Kohn-Sham gap (spin up / spin down): 7.436 / 7.439 eV

```
! wB97M-V def2-TZVPD RIJCOSX def2/J DEFGRID3
* xyz 0 1
N -0.06882 -0.41387 -0.03343
O 3.93838 -0.27906 -1.36353
S 3.12272 0.41668 1.10957
S 0.00482 -1.95124 0.05403
C 3.57666 0.01871 -0.30790
H -0.99293 0.00916 0.06396
*
```



Energy above the lowest of the compared OMol25 structures with the same formula, charge and spin values (in kcal/mol) by entry order: 17.0 9.7 5.7.